No. 1
DFT (ωB97M-V/def2-TZVPD) results for a molecular structure, C22H42BBr10FO2 in a non-equilibrium geometry.

Structure (XYZ):
```
78
Properties=species:S:1:pos:R:3:lowdin_charge:R:1
Br 5.779 -5.526 -4.705 0.604
Br 2.839 3.204 -1.773 0.702
Br 1.322 -1.466 -6.109 0.633
Br 1.383 -4.885 6.300 0.607
Br 5.940 -2.011 -5.819 0.590
Br 3.913 -0.228 4.745 0.638
Br -0.005 5.546 -2.084 0.661
Br -1.047 -0.643 -3.399 0.646
Br 0.312 -1.814 4.549 0.889
Br 6.787 -2.522 5.050 0.602
F -6.363 -0.959 -0.943 -0.097
O 2.006 -1.735 -0.089 0.074
O 1.502 0.451 0.644 -0.089
C 0.760 -1.369 -3.300 -0.672
C -7.817 0.726 0.188 -0.207
C 5.476 -0.429 3.598 -0.679
C -0.519 -0.806 2.308 -0.130
C -6.505 1.613 0.494 -0.157
C 1.550 5.309 -3.232 -0.679
C 0.693 -1.550 1.995 -0.182
C 4.341 -4.302 -5.188 -0.708
C -0.275 2.223 0.119 -0.161
C 1.923 3.852 -3.367 -0.665
C 0.921 -2.059 6.390 -0.641
C 0.552 0.915 -0.352 -0.224
C -3.141 1.404 1.189 -0.207
C -7.635 -0.306 -1.008 -0.187
C 1.489 -0.977 0.740 -0.395
C 5.868 -1.878 3.456 -0.694
C -1.652 2.401 -0.675 -0.204
C -2.923 2.689 0.256 -0.194
C 4.727 -3.438 -6.361 -0.706
C 2.047 -3.060 6.465 -0.707
C 1.661 -0.740 -4.332 -0.674
C -4.353 1.593 2.257 -0.173
B -5.715 0.890 1.728 -0.109
H 5.175 -0.017 2.633 0.059
H -3.880 2.884 -0.349 0.106
H -4.474 2.676 2.590 0.105
H 1.065 3.199 -3.528 0.053
H 2.532 -3.021 7.441 0.061
H 5.019 -2.540 3.291 0.051
H 1.253 5.719 -4.199 0.059
H 1.055 -2.420 2.610 0.013
H -5.821 1.734 -0.413 0.103
H -6.809 2.646 0.859 0.110
H -8.004 0.099 1.130 0.095
H 1.179 1.276 -1.251 0.048
H -0.380 2.271 1.257 0.108
H 4.096 -3.730 -4.294 0.045
H 3.497 -4.944 -5.446 0.059
H 0.674 -2.450 -3.405 0.058
H 6.264 0.192 4.022 0.052
H 1.544 0.341 -4.404 0.043
H 0.382 3.123 -0.156 0.052
H -1.857 1.450 -1.268 0.074
H 3.852 -2.927 -6.767 0.003
H -1.536 -1.292 2.386 0.082
H 1.107 -1.133 -2.293 0.022
H -8.694 1.415 -0.012 0.110
H 2.706 -0.975 -4.124 0.056
H 0.051 -2.345 6.980 0.051
H -1.532 3.266 -1.404 0.046
H -7.823 0.188 -2.013 0.118
H -2.203 1.292 1.814 0.069
H 5.222 -3.989 -7.159 0.052
H 2.349 5.920 -2.813 0.053
H -4.018 0.997 3.183 0.089
H 1.262 -1.072 6.709 0.052
H -0.360 0.319 2.434 0.082
H -0.137 0.083 -0.716 0.091
H 2.636 3.715 -4.180 0.059
H -8.425 -1.125 -0.892 0.119
H -2.797 3.606 0.924 0.118
H 2.797 -2.923 5.687 0.013
H -3.319 0.500 0.525 0.123
H 6.586 -2.004 2.645 0.060
H -6.075 -0.122 2.230 0.069
```

ΔE to the lowest compared entry with this formula, charge and spin ... 47.1 kcal/mol
Spin multiplicity ... 1
HOMO energy ... -8.668 eV


No. 2
DFT (ωB97M-V/def2-TZVPD) results for 2 unconnected molecules or ions with the total composition C22H42BF8N2O8P3S in a non-equilibrium geometry.

Structure (XYZ):
```
87
Properties=species:S:1:pos:R:3:lowdin_charge:R:1
S 5.320 1.543 -2.282 0.150
P 5.660 0.076 -1.037 0.472
P 3.132 2.927 2.672 0.474
P 2.082 -0.411 1.752 0.954
F -0.397 -2.900 0.984 0.113
F -2.716 -0.471 1.897 0.104
F -2.051 -1.035 4.265 0.139
F -0.164 -2.647 5.088 0.078
F -2.489 -2.475 0.490 0.085
F 0.683 -0.917 4.047 0.077
F -0.604 0.046 2.016 0.087
F -2.060 -2.956 3.197 0.135
O 7.828 -0.750 3.731 0.143
O 3.388 4.512 2.621 -0.158
O 1.717 2.616 2.982 -0.347
O 4.117 2.622 3.913 -0.144
O 4.905 1.107 1.242 -0.064
O 2.867 1.420 0.164 -0.092
O 7.401 -0.910 1.527 -0.049
O 0.298 -0.509 -0.509 -0.108
N -5.564 1.554 -2.408 -0.252
N 1.690 -1.934 2.024 -0.264
C -6.060 1.859 -1.008 -0.109
C -5.488 0.061 -2.605 -0.104
C -6.821 1.509 -4.695 -0.223
C -1.452 -0.999 2.008 -0.322
C -0.937 -1.110 -0.505 -0.131
C -4.223 2.183 -2.602 0.038
C -5.209 -0.329 -0.140 -0.171
C -5.255 1.175 0.079 -0.153
C -4.672 -0.634 -1.529 -0.155
C -5.684 1.509 -5.719 -0.087
C 1.327 -1.314 -1.073 -0.212
C 9.138 -2.302 2.502 0.017
C 8.069 -1.271 2.672 -0.516
C 4.994 -1.291 1.344 -0.123
C 4.647 -0.026 0.514 -0.594
C 2.606 -0.545 -1.079 -0.128
C -1.267 -1.887 0.744 -0.386
C -6.542 2.213 -3.376 -0.114
C 3.073 0.019 0.251 -0.493
C 6.388 -1.863 1.189 -0.216
C -1.390 -1.778 3.338 -0.355
C 0.022 -2.066 3.870 -0.345
B 3.827 2.129 1.017 -0.743
H 4.337 -2.096 1.040 0.109
H -3.909 2.025 -3.629 0.105
H 4.244 3.093 0.388 0.082
H 2.891 4.841 1.868 0.064
H -7.184 0.496 -4.526 0.105
H -1.087 -1.796 -1.338 0.146
H 2.844 0.096 2.810 0.028
H 0.998 0.459 1.674 0.039
H -5.438 2.525 -6.028 0.086
H -7.478 2.314 -2.833 0.128
H 6.990 0.100 -0.614 0.001
H 1.066 -1.534 -2.110 0.128
H -4.771 1.040 -5.351 0.056
H -4.311 3.246 -2.395 0.119
H 0.574 -2.761 3.250 0.110
H 10.067 -1.796 2.280 0.093
H -6.163 3.218 -3.557 0.136
H -4.243 1.584 0.127 0.122
H -5.717 1.401 1.040 0.134
H -7.096 1.523 -0.971 0.138
H 8.922 -2.986 1.692 0.080
H -6.214 -0.754 -0.035 0.128
H 4.076 1.684 4.106 0.055
H -6.514 -0.305 -2.590 0.143
H -6.036 2.943 -0.903 0.142
H 5.475 -1.151 -1.709 -0.021
H 3.342 -1.207 -1.521 0.096
H 6.531 -2.263 0.189 0.105
H -1.688 -0.329 -0.590 0.126
H 2.042 -2.517 1.276 -0.009
H -5.054 -0.117 -3.584 0.125
H -4.586 -0.800 0.616 0.099
H -3.502 1.741 -1.924 0.098
H -3.622 -0.346 -1.601 0.094
H 4.846 -1.055 2.387 0.124
H 2.511 0.292 -1.750 0.117
H -4.701 -1.707 -1.719 0.134
H -5.988 0.957 -6.606 0.083
H 1.396 -2.272 -0.573 0.104
H 9.236 -2.864 3.415 0.086
H 6.445 -2.714 1.862 0.129
H -7.665 2.043 -5.137 0.124
```

Spin multiplicity ... 1
HOMO energy ... -6.458 eV


No. 3
DFT (ωB97M-V/def2-TZVPD) results for 4 unconnected molecules or ions with the total composition C22H42BrCl2O7PS in a non-equilibrium geometry.

Structure (XYZ):
```
76
Properties=species:S:1:pos:R:3:lowdin_charge:R:1
Br 1.134 -2.662 -1.843 0.325
Cl 0.235 4.285 2.500 0.657
Cl 2.260 5.823 0.694 0.568
S -0.561 0.100 2.291 0.737
P -0.080 -0.742 -2.088 0.662
O -4.390 -2.227 -0.520 -0.139
O 0.344 -0.245 3.400 -0.289
O -1.980 -0.062 2.696 -0.302
O 0.726 0.284 -3.181 -0.369
O 2.324 -3.608 1.427 -0.188
O -1.286 3.668 -3.109 -0.154
O -0.438 1.683 1.818 -0.259
C 0.857 1.920 1.213 -0.320
C -2.855 3.179 -4.815 -0.169
C 2.347 3.988 0.651 -0.678
C 0.932 3.479 1.039 -0.629
C -0.562 3.427 -4.323 -0.207
C 3.482 3.588 1.630 -0.126
C -2.670 3.352 -3.317 -0.200
C 3.518 -0.195 1.670 -0.082
C -5.131 -0.749 1.176 -0.166
C -5.807 -2.390 -0.382 -0.207
C -0.288 -0.880 0.778 -0.214
C 2.467 -3.642 2.855 -0.198
C 2.603 -4.913 0.896 -0.214
C 0.993 1.209 -0.189 -0.253
C 2.445 0.786 -0.528 -0.154
C 2.560 -5.106 3.248 -0.169
C 3.017 -0.461 0.205 -0.237
C -6.175 -1.836 0.984 -0.173
C 3.223 -5.718 2.025 -0.171
C -0.115 0.122 -0.399 -0.462
C -3.910 -1.374 0.527 -0.222
C -1.493 2.656 -5.241 -0.167
H 3.115 -5.262 4.173 0.114
H 1.603 1.578 1.947 0.114
H -6.065 -3.444 -0.495 0.116
H 4.400 3.418 1.036 0.088
H -1.070 0.689 -0.440 0.111
H 4.037 0.784 1.650 0.056
H 2.622 0.640 -1.609 0.107
H 1.558 -5.524 3.376 0.117
H -1.240 -1.412 0.604 0.083
H -4.964 -0.476 2.216 0.114
H 4.277 -0.950 1.922 0.072
H 3.288 2.672 2.205 0.058
H 4.302 -5.545 2.060 0.116
H 0.732 2.021 -0.909 0.125
H -1.272 2.810 -6.296 0.115
H -3.357 -1.993 1.242 0.113
H 3.384 -3.102 3.116 0.114
H -6.050 -2.610 1.747 0.115
H -0.289 4.396 -4.753 0.121
H -3.680 2.513 -5.065 0.115
H -3.044 4.149 -5.283 0.116
H -1.425 1.585 -5.031 0.111
H 2.694 -0.156 2.401 0.055
H 0.244 3.707 0.205 0.109
H -6.293 -1.825 -1.185 0.116
H 0.489 -1.656 0.863 0.067
H 2.377 -1.354 0.201 0.011
H -3.229 -0.630 0.111 0.100
H -2.890 2.422 -2.780 0.114
H 2.543 3.729 -0.399 0.095
H -7.202 -1.474 1.032 0.112
H -5.426 0.151 0.629 0.118
H 1.656 -5.354 0.566 0.117
H 0.711 1.184 -2.837 0.004
H 3.707 4.411 2.321 0.065
H -3.292 4.146 -2.902 0.118
H 1.621 -3.133 3.320 0.118
H 3.263 -4.822 0.031 0.114
H 3.054 -6.790 1.923 0.114
H 0.355 2.879 -4.096 0.098
H 3.098 1.642 -0.255 0.098
H 3.932 -0.753 -0.350 0.114
```

Spin multiplicity ... 1
SMILES ... CCC[C@@H]1[C@@H]([C@@H](Cl)[C@H](C)Cl)OS(=O)(=O)C[C@@H]1P(O)Br.C1CCOC1.C1CCOC1.C1CCOC1
HOMO energy ... -8.988 eV


No. 4
DFT (ωB97M-V/def2-TZVPD) results for a molecular structure, C22H42Cl3DyN2O3SSi in a non-equilibrium geometry.

Structure (XYZ):
```
75
Properties=species:S:1:pos:R:3:lowdin_charge:R:1
Dy 0.632 -0.192 4.104 0.725
Cl 1.967 -1.011 2.134 -0.102
Cl 1.131 -2.263 5.616 -0.125
Cl 1.950 1.567 5.358 -0.180
S -1.493 0.809 6.625 0.705
Si -0.613 0.499 -1.752 0.405
O -0.598 1.471 3.131 -0.234
O 0.300 -0.323 -2.899 -0.179
O -1.420 -1.275 3.869 -0.242
N -0.369 3.406 1.969 -0.154
N -1.167 -3.500 3.293 -0.173
C 0.489 4.391 1.336 -0.017
C -0.136 -0.164 -0.094 -0.205
C 1.879 -2.058 -5.172 -0.096
C 1.256 0.757 -4.899 -0.191
C 2.286 2.275 -6.464 -0.083
C 2.796 -2.114 -2.825 -0.034
C -0.285 2.328 -2.012 -0.149
C 2.348 1.544 -5.287 -0.036
C 1.486 -0.110 -3.659 -0.299
C -2.805 -0.404 6.626 -0.425
C -2.395 0.135 -2.186 -0.155
C 0.122 2.437 2.712 -0.311
C -0.540 -4.759 3.690 -0.041
C -1.607 1.267 8.359 -0.406
C 2.074 -1.482 -3.976 -0.235
C -1.279 -3.235 1.866 -0.031
C 0.007 1.499 -6.813 -0.081
C 2.457 -3.370 -5.584 -0.099
C -1.791 3.365 1.628 -0.002
C -1.356 -2.517 4.173 -0.384
C 0.075 0.734 -5.646 -0.045
C 1.113 2.251 -7.231 -0.093
H 0.551 4.240 0.248 0.085
H -0.762 0.108 -5.323 0.119
H -2.181 4.386 1.645 0.099
H 1.203 2.472 2.961 0.094
H 2.405 -4.124 -4.788 0.068
H -2.514 1.864 8.502 0.037
H 2.852 -3.200 -2.945 0.069
H -0.265 -1.259 -0.073 0.024
H 0.743 2.596 -1.736 0.033
H 3.240 1.512 -4.664 0.117
H -1.925 2.942 0.622 0.083
H -0.916 1.486 -7.401 0.103
H 1.481 4.281 1.775 0.098
H -0.971 2.947 -1.417 0.009
H -2.650 -0.904 -1.943 0.033
H 0.457 -4.876 3.237 0.108
H -0.455 -4.759 4.776 0.077
H -1.372 -2.844 5.218 0.095
H -1.167 -5.593 3.351 0.092
H 0.111 5.407 1.511 0.099
H -3.112 -0.569 5.589 0.023
H 3.829 -1.729 -2.738 0.095
H 2.238 0.390 -3.032 0.142
H 3.509 -3.269 -5.885 0.084
H 3.157 2.851 -6.778 0.103
H 1.061 2.821 -8.163 0.100
H -2.432 -1.343 7.052 0.041
H -3.632 -0.002 7.227 0.042
H 2.286 -1.890 -1.876 0.082
H -0.314 -2.904 1.449 0.068
H -1.586 -4.175 1.400 0.095
H 1.918 -3.757 -6.455 0.070
H -0.711 0.254 0.748 0.025
H -3.071 0.795 -1.624 0.029
H -2.293 2.739 2.369 0.097
H -1.642 0.371 8.989 0.045
H 1.268 -1.550 -5.922 0.106
H -0.429 2.597 -3.069 0.040
H -2.577 0.290 -3.259 0.030
H 0.926 0.039 0.106 -0.028
H -2.038 -2.460 1.708 0.099
H -0.731 1.865 8.619 0.038
```

ΔE to the lowest compared entry with this formula, charge and spin ... 0.0 kcal/mol
Spin multiplicity ... 6
<S²> ... 9.331
HOMO energy (alpha / beta) ... -8.495 / -8.500 eV


no.,molecular weight (g mol⁻¹)
1,1167.4
2,750.4
3,632.4
4,711.6